# 1
# C5H4F3O2Pb

C5H4F3O2Pb as an isolated structure at a distorted geometry (ωB97M-V/def2-TZVPD, the OMol25 dataset).

XYZ file:
```
15
Properties=species:S:1:pos:R:3:lowdin_charge:R:1
O -2.9134 -0.4938 -0.6792 0.05
C -1.8404 0.1845 -0.8510 -0.51
O -1.9523 1.5473 -0.9493 -0.06
C -0.4785 -0.6578 -0.9764 -0.12
C 0.8188 0.0909 -0.3655 -0.32
C 0.4767 0.8858 0.9856 -0.11
F 0.2423 2.2746 0.8918 0.07
C 0.4337 0.1391 2.1880 -0.10
F -0.0284 0.7866 3.3517 0.11
F 0.8130 -1.2202 2.1778 0.07
H -0.3437 -0.9653 -2.0795 0.09
H -0.6030 -1.6323 -0.3752 0.14
H 1.6099 -0.7622 -0.1780 -0.05
H 1.2947 0.8459 -1.1139 0.08
Pb 2.4705 -1.0231 -2.0269 1.64
```

Its spin multiplicity is 1. The energy comes out at -22728.4127 eV. As for the total charge: +1. The HOMO energy comes out at -11.98 eV.



# 2
# C23H42Cl3N2O4ScSi

C23H42Cl3N2O4ScSi as an isolated structure at a distorted geometry (ωB97M-V/def2-TZVPD, the OMol25 dataset).

XYZ file:
```
76
Properties=species:S:1:pos:R:3:lowdin_charge:R:1
C -1.5484 -2.0697 -2.6493 -0.04
C -1.0774 -3.0180 -1.5947 -0.23
H -1.3344 -2.4285 -3.6593 0.06
H -1.0884 -1.0820 -2.4993 0.06
H -2.6379 -1.9280 -2.5696 0.10
C -0.5621 -4.2376 -1.8077 -0.12
C -0.3670 -4.8683 -3.1430 -0.10
H -0.2740 -4.8669 -0.9586 0.10
H -0.5406 -4.1782 -3.9748 0.06
H -1.0438 -5.7232 -3.2669 0.08
H 0.6517 -5.2674 -3.2265 0.07
Sc 0.0339 0.3810 0.7666 0.47
Cl -2.2793 0.4836 1.4445 0.05
Cl -0.0014 1.5223 -1.3447 0.10
H 0.7057 4.9462 4.1729 0.09
H -1.3514 5.9045 3.2282 0.09
C 1.0466 4.6651 3.1692 -0.02
C -1.0226 5.6187 2.2205 -0.03
N -0.1100 4.4834 2.3030 -0.17
H 1.6354 3.7493 3.2093 0.09
C -0.3227 3.3435 1.6494 -0.28
O 0.4099 2.3224 1.7746 -0.15
H -1.8910 5.3414 1.6117 0.10
H -1.1998 3.3216 0.9797 0.13
H 1.6609 5.4932 2.7957 0.10
H -0.5162 6.4825 1.7672 0.10
H 1.4500 -1.5445 -2.2703 0.09
H 2.3005 -3.6928 -0.7750 0.08
C 2.4239 -1.0978 -2.0088 -0.02
C 3.2140 -3.0740 -0.7331 -0.04
N 2.8781 -1.6577 -0.7404 -0.16
H 2.3122 -0.0126 -1.9315 0.06
C 2.7848 -0.9869 0.4153 -0.27
O 2.2612 0.1450 0.5410 -0.11
H 3.7523 -3.2947 0.1959 0.09
H 3.2335 -1.5336 1.2683 0.15
H 3.1560 -1.3661 -2.7843 0.10
H 3.8460 -3.3100 -1.5989 0.09
O -0.2270 -1.4348 -0.0499 -0.32
C -1.1625 -2.4346 -0.1855 -0.40
C 0.1688 -3.8495 1.4336 -0.05
C -1.0709 -3.4681 0.9341 -0.18
H 1.0662 -3.3783 1.0275 0.10
C 0.2367 -4.8244 2.4288 -0.10
H -2.1743 -1.9991 -0.1217 0.11
C -2.2484 -4.0409 1.4221 -0.02
H 1.2177 -5.1224 2.8083 0.10
C -0.9344 -5.4085 2.9184 -0.11
C -2.1825 -5.0092 2.4246 -0.08
H -3.1925 -3.7277 0.9726 0.12
H -0.8783 -6.1789 3.6922 0.10
H -3.1047 -5.4549 2.8063 0.10
Si -0.3846 4.5495 -4.2560 0.09
Cl -0.6282 2.8295 -5.3964 0.29
C 1.4437 4.6702 -3.8605 -0.22
C -1.4616 4.3384 -2.7380 -0.24
C -0.9336 6.0390 -5.2644 -0.22
H 1.7839 3.7563 -3.3545 0.02
H 1.6292 5.5275 -3.1988 0.03
H 2.0278 4.8095 -4.7801 0.03
H -0.2953 6.1781 -6.1462 0.03
H -0.8725 6.9484 -4.6514 0.03
H -1.9702 5.9284 -5.6059 0.03
H -1.0891 3.4902 -2.1398 -0.08
H -2.5002 4.1225 -3.0275 0.04
H -1.4431 5.2405 -2.1075 0.03
C -0.7459 0.2263 4.4986 -0.02
C 0.0783 -0.8297 3.8331 -0.41
C 0.3627 -2.0670 4.6281 0.01
O 0.5077 -0.7221 2.6710 -0.05
H -0.9527 -0.0668 5.5364 0.08
H -1.6968 0.3387 3.9537 0.04
H -0.2360 1.2000 4.4761 0.10
H -0.2916 -2.8659 4.2623 0.09
H 1.4056 -2.3653 4.4891 0.10
H 0.1601 -1.9103 5.6911 0.08
```

Its spin multiplicity is 1. The energy comes out at -101857.7655 eV. The HOMO energy comes out at -8.16 eV.



# 3
# C52H39IN7O7S2V

C52H39IN7O7S2V as an isolated structure at a distorted geometry (ωB97M-V/def2-TZVPD, the OMol25 dataset).

XYZ file:
```
109
Properties=species:S:1:pos:R:3:lowdin_charge:R:1
V 0.3421 -0.5095 -1.3671 1.15
O 5.7228 -2.2769 2.9628 -0.02
C 5.4067 -1.0712 3.0940 -0.71
O 5.7303 -0.2134 3.9296 0.01
C 4.2900 -0.6678 2.1745 -0.10
C 3.0195 -0.3908 2.6513 0.06
C 1.9738 -0.1561 1.7773 -0.21
N 2.1301 -0.1991 0.4279 0.12
C 3.3834 -0.3699 -0.0328 -0.20
C 4.4657 -0.5905 0.7909 0.06
C 3.5435 -0.3441 -1.5123 -0.20
C 4.7372 -0.6944 -2.1327 0.00
C 4.8273 -0.6443 -3.5100 -0.03
C 3.7250 -0.2363 -4.2469 -0.03
C 2.5704 0.0660 -3.5608 -0.11
N 2.4686 0.0125 -2.2256 0.06
C 0.6631 0.2511 2.2813 -0.21
C 0.3844 0.8157 3.5112 -0.02
C -0.7057 1.6542 3.8519 0.01
C -1.6748 2.5632 3.2303 -0.11
C -0.4115 1.5789 0.9822 -0.13
N -0.4047 0.3833 1.3761 0.13
H 2.8437 -0.3965 3.7195 0.14
H 5.4579 -0.7441 0.3919 0.12
H 5.5858 -1.0063 -1.5440 0.11
H 5.7509 -0.9186 -4.0042 0.12
H 3.7509 -0.1734 -5.3255 0.11
H 1.6773 0.3565 -4.0977 0.11
H 1.0583 0.6058 4.3346 0.11
H -0.7843 1.7465 4.9294 0.10
H -2.9237 3.4366 1.7663 0.14
H 0.4405 2.2428 1.1373 0.17
S 1.3077 -5.7624 3.7640 1.04
C 2.9109 -5.7641 4.3481 -0.38
C 3.6442 -4.7317 3.8442 -0.14
C 2.8828 -3.9232 2.9660 -0.12
C 1.5870 -4.3510 2.8221 -0.53
C 0.5517 -3.7699 1.9731 -0.17
C 0.9408 -2.8067 1.0068 -0.05
N 0.0922 -2.2129 0.1994 0.10
C -1.2040 -2.5764 0.2779 -0.15
C -1.6917 -3.5549 1.1194 -0.11
C -3.0959 -3.9194 0.9970 0.03
C -3.9017 -3.3529 0.0650 0.00
C -3.4160 -2.3304 -0.8123 -0.09
C -4.1625 -1.6827 -1.7998 0.07
C -3.5906 -0.7611 -2.6564 -0.11
C -2.1131 -0.4827 -2.5406 -0.32
N -1.5384 -0.9000 -1.2865 0.01
C -2.0604 -1.9111 -0.6372 -0.12
C -4.3559 -0.0081 -3.5971 -0.46
C -5.7354 0.1296 -3.6484 -0.08
C -6.1619 0.9774 -4.6814 -0.15
C -5.1100 1.4756 -5.4076 -0.37
S -3.6105 0.9266 -4.8434 1.11
C -0.7832 -4.1394 2.0090 0.06
H 3.2308 -6.5346 5.0329 0.08
H 4.6846 -4.5468 4.0755 0.12
H 3.3005 -3.0596 2.4708 0.09
H 1.9824 -2.5673 0.8715 0.10
H -3.4861 -4.6900 1.6503 0.13
H -4.9316 -3.6728 -0.0296 0.13
H -5.2173 -1.9145 -1.8851 0.13
H -1.9488 0.5890 -2.6679 0.12
H -6.4068 -0.3411 -2.9428 0.12
H -7.1950 1.2178 -4.8843 0.12
H -5.1519 2.1369 -6.2597 0.08
H -1.1247 -4.8997 2.7028 0.12
O 0.0268 -1.0661 -3.0394 -0.24
O -1.3361 -1.1634 -3.5292 -0.03
C 0.9245 5.5957 1.4254 -0.03
O 0.0839 4.4557 1.2414 -0.08
C -1.1256 4.4715 1.8352 -0.26
C -1.7064 5.5497 2.4069 -0.03
C -2.8936 5.4481 3.2121 -0.07
C -3.2729 4.3742 3.9635 -0.09
C -2.5309 3.1644 4.1343 -0.05
C -1.8676 3.1704 1.8077 -0.13
N -2.8316 1.4030 0.4585 0.15
C -1.6539 2.2564 0.5615 -0.37
C -1.4123 2.9474 -0.7609 -0.08
C -2.0710 4.1106 -1.1346 0.01
C -1.8654 4.6836 -2.3818 -0.05
C -0.9976 4.0863 -3.2863 -0.06
C -0.3429 2.9130 -2.9449 0.00
C -0.5604 2.3664 -1.6965 -0.22
O 0.0768 1.1553 -1.3955 -0.21
H 1.9085 5.3091 1.0696 0.10
H 0.9677 5.8602 2.4819 0.10
H 0.5568 6.4430 0.8451 0.10
H -1.2603 6.5291 2.2913 0.11
H -3.4612 6.3619 3.3517 0.11
H -4.1033 4.5295 4.6429 0.11
H -2.6049 2.7093 5.1173 0.11
H -2.8476 0.7711 1.2553 0.10
H -2.7775 0.8289 -0.3733 0.06
H -2.7492 4.5741 -0.4272 0.13
H -2.3814 5.5970 -2.6468 0.11
H -0.8295 4.5285 -4.2596 0.11
H 0.3358 2.4223 -3.6308 0.12
N 2.3605 -4.0709 -3.2510 0.19
C 2.5934 -3.5262 -2.0432 -0.63
O 1.9667 -2.5528 -1.6368 -0.03
C 3.6760 -4.1518 -1.2086 -0.53
I 2.9141 -5.9113 -0.2761 0.94
H 1.6006 -3.7121 -3.8052 0.12
H 2.8107 -4.9232 -3.5363 0.11
H 3.9789 -3.4727 -0.4173 0.05
H 4.5348 -4.4606 -1.7967 0.06
```

Its spin multiplicity is 4. The value obtained for the energy above the lowest of the compared OMol25 structures with the same formula, charge and spin is 106.40 kcal per mole. The energy comes out at -134769.1156 eV. As for the total charge: +1. The HOMO energy (alpha / beta) comes out at -8.81 / -9.54 eV.